This record from the Open Molecules 2025 dataset describes C36H90Br18N12O10P4 as an isolated structure. The level of theory is ωB97M-V/def2-TZVPD.

Cartesian coordinates (Å):
C1 -0.33446 2.93131 3.10690
Br1 0.29130 3.65567 4.82881
Br2 -1.47242 4.24822 2.10021
Br3 -1.44060 1.31649 3.35034
H1 0.45786 2.61630 2.43519
C2 0.75527 2.62067 -6.48495
Br4 2.15257 2.43663 -5.07399
Br5 -0.94217 1.75248 -6.03195
Br6 1.36149 1.94861 -8.19688
H2 0.60388 3.68919 -6.56483
C3 -3.67994 4.48446 -2.46374
Br7 -3.37190 4.14730 -4.38896
Br8 -2.15276 4.05492 -1.32765
Br9 -5.26874 3.37025 -2.01513
H3 -3.88958 5.52350 -2.24560
C4 1.43120 5.65923 -0.31266
Br10 1.71824 7.34798 0.59844
Br11 3.09903 4.59747 -0.25762
Br12 0.91320 6.02108 -2.20270
H4 0.66945 5.04260 0.15297
C5 -3.37587 -0.38169 -3.92803
Br13 -2.25505 0.65030 -2.69795
Br14 -5.19532 0.45827 -3.96284
Br15 -3.59752 -2.25281 -3.38218
H5 -2.90123 -0.32287 -4.89975
C6 -0.34122 -3.57767 -4.14406
Br16 -0.55479 -4.01681 -2.22249
Br17 1.07059 -4.60351 -4.96982
Br18 -0.07099 -1.63918 -4.55193
H6 -1.27139 -3.78650 -4.65701
O1 -0.11970 2.25227 1.13179
P1 0.46192 1.04969 0.48137
N1 1.82818 0.36817 1.20002
C7 1.66408 -0.52787 2.35948
C8 3.04206 1.16198 1.21591
N2 0.88401 1.18070 -1.15500
C9 0.56228 2.34802 -1.93850
C10 1.24033 -0.00223 -1.92685
N3 -0.68172 -0.16877 0.54677
C11 -0.45188 -1.54678 0.13236
C12 -2.09132 0.11658 0.73218
H7 0.99272 -1.37658 2.25051
H8 1.27574 0.03474 3.21648
H9 2.63447 -0.87757 2.71503
H10 3.04865 2.10222 1.77561
H11 3.25058 1.42333 0.17528
H12 3.82951 0.55521 1.66400
H13 1.32528 3.11646 -1.78701
H14 0.45415 2.14645 -3.00003
H15 -0.41593 2.73777 -1.64307
H16 1.44417 0.30324 -2.95326
H17 2.11096 -0.48103 -1.47684
H18 0.41845 -0.69347 -2.10769
H19 -0.75805 -2.20093 0.95837
H20 -0.86098 -1.83358 -0.83526
H21 0.60311 -1.83372 0.10284
H22 -2.70036 -0.10244 -0.14568
H23 -2.17295 1.17877 0.96200
H24 -2.44718 -0.46324 1.58839
O2 8.87245 5.95282 1.17952
P2 7.90924 5.18745 0.33940
N4 6.36161 5.18989 0.98803
C13 5.56499 6.45042 0.87651
C14 5.91656 4.26123 2.02593
N5 8.25013 3.57806 0.04661
C15 7.32074 2.63490 -0.55421
C16 9.64439 3.12178 0.02610
N6 7.73497 5.78147 -1.24294
C17 8.63293 6.86532 -1.72066
C18 6.71818 5.41678 -2.21087
H25 6.20187 7.31122 1.10200
H26 4.75681 6.54024 1.59635
H27 5.27805 6.53698 -0.16819
H28 4.90439 3.94496 1.77097
H29 5.90465 4.73395 3.01146
H30 6.57792 3.39940 2.10650
H31 7.52253 2.58230 -1.62797
H32 7.35313 1.62561 -0.13690
H33 6.28233 2.94669 -0.43265
H34 9.87018 2.85543 1.05873
H35 9.72374 2.26331 -0.63995
H36 10.31745 3.87484 -0.38555
H37 8.54682 7.73597 -1.07046
H38 9.65695 6.50965 -1.58383
H39 8.49700 7.07164 -2.77845
H40 6.02159 4.71777 -1.74837
H41 7.15893 4.89271 -3.06650
H42 6.17998 6.27039 -2.63148
O3 -6.97413 -3.30313 -3.05999
P3 -6.81603 -3.85928 -1.69495
N7 -6.02971 -5.39375 -1.65217
C19 -6.82303 -6.62005 -1.64649
C20 -4.83966 -5.46994 -2.50309
N8 -8.28720 -4.06127 -0.88468
C21 -8.27199 -4.56929 0.50953
C22 -9.27918 -2.98419 -1.03035
N9 -5.91726 -2.83004 -0.74375
C23 -5.24731 -3.26887 0.46898
C24 -6.02671 -1.40704 -0.85983
H43 -7.60402 -6.61256 -2.41299
H44 -7.42634 -6.65927 -0.73481
H45 -6.24533 -7.54104 -1.63964
H46 -4.10968 -4.75561 -2.10986
H47 -5.01939 -5.31065 -3.56695
H48 -4.35490 -6.42262 -2.28625
H49 -8.54233 -3.72632 1.15544
H50 -9.11712 -5.22928 0.72368
H51 -7.33246 -5.02282 0.81180
H52 -10.17931 -3.14554 -0.44181
H53 -8.79076 -2.03051 -0.82526
H54 -9.59374 -3.06690 -2.07175
H55 -4.41023 -2.58007 0.60823
H56 -5.86224 -3.35199 1.36815
H57 -4.76643 -4.24020 0.33476
H58 -6.81888 -0.90914 -0.29401
H59 -6.31074 -1.18483 -1.89484
H60 -5.04887 -0.91628 -0.85464
O4 -0.31947 -2.92259 3.56453
P4 -0.03910 -4.38607 3.61856
N10 -1.34833 -5.22953 2.88663
C25 -2.55593 -4.50291 2.54601
C26 -1.31003 -6.64963 2.60491
N11 0.10567 -5.08371 5.17927
C27 -0.35721 -6.43932 5.48695
C28 0.85529 -4.43984 6.22503
N12 1.30931 -4.91100 2.77387
C29 1.40114 -4.83680 1.32027
C30 2.62731 -4.79250 3.41662
H61 -2.50688 -3.45875 2.84707
H62 -3.33938 -4.92970 3.18484
H63 -2.84014 -4.59966 1.49722
H64 -1.54513 -6.90652 1.56805
H65 -2.04657 -7.17114 3.22585
H66 -0.33535 -7.06486 2.84757
H67 -1.44302 -6.38652 5.56676
H68 0.11342 -7.18039 4.84516
H69 -0.01509 -6.67689 6.49597
H70 1.80284 -4.94077 6.43791
H71 1.00319 -3.37573 6.02241
H72 0.24194 -4.33337 7.12701
H73 2.20925 -5.48043 0.97598
H74 0.46093 -5.26360 0.96382
H75 1.49459 -3.82255 0.92494
H76 3.03991 -3.82421 3.10423
H77 3.34157 -5.44538 2.90857
H78 2.60005 -4.92219 4.49118
C31 5.71621 -0.81848 -2.32506
O5 4.80637 0.25782 -2.60874
C32 4.94902 1.38308 -1.92415
O6 5.75231 1.64562 -1.06740
O7 4.03717 2.23469 -2.39029
C33 4.00097 3.56612 -1.90725
H79 5.45784 -1.59649 -3.03762
H80 5.67494 -1.22281 -1.31540
H81 6.72472 -0.45568 -2.51932
H82 3.71688 3.52456 -0.85289
H83 3.28978 4.09675 -2.53277
H84 4.98474 4.03949 -1.91542
C34 -4.37996 1.62567 1.71946
O8 -5.60936 2.24996 1.41005
C35 -5.75591 3.56250 1.49399
O9 -4.87705 4.34040 1.75742
O10 -7.05283 3.82630 1.34087
C36 -7.47632 5.16398 1.46758
H85 -3.56342 2.02596 1.11582
H86 -4.43719 0.57635 1.42867
H87 -4.11147 1.65061 2.77220
H88 -7.13478 5.59137 2.41051
H89 -8.56463 5.16046 1.44859
H90 -7.16702 5.80842 0.64299

Values from the calculation:
M, g mol⁻¹: 2413.4
Spin multiplicity: 1
E_LUMO, eV: -0.7